CH2FO4S | ωB97M-V/def2-TZVPD

Last columns: bonded neighbours and bond lengths (Å).
Atoms and positions in Å:
1 O -1.6031 0.0775 -0.5680  S3 1.591, H9 0.899
2 O 0.3481 0.0175 -2.0710  S3 1.508
3 S -0.1322 -0.5043 -0.7402  O1 1.591, O2 1.508, O5 1.414, C6 1.843
4 F 2.0604 -0.0752 0.7035  C6 1.410
5 O -0.1924 -1.9130 -0.6396  S3 1.414
6 C 0.7663 0.4623 0.5458  S3 1.843, F4 1.410, O8 1.234
7 H -0.2422 -0.3542 2.0453  no bonds
8 O 0.5029 1.6675 0.5835  C6 1.234
9 H -1.5078 0.6219 0.1406  O1 0.899

Summary:
- strongest force on any atom (eV Å⁻¹) = 5.274
- multiplicity = 1
- total charge = -1
- DFT total energy (hartree) = -838.273490
- orbital gap (eV) = 7.79
- HOMO level (eV) = -3.90
- energy above the lowest of the compared OMol25 structures with the same formula, charge and spin (kJ/mol) = 348.6